Record 1
Entry from OMol25: a 2-piece molecular cluster, C3H8O3 overall at a distorted geometry (ωB97M-V/def2-TZVPD).

As for the LUMO energy: 0.694 eV. As for the SMILES: C=CC.OOO. The value obtained for the relative energy (zero: lowest compared OMol25 entry of this formula, charge and spin) is 166.11 kcal/mol. For the HOMO-LUMO gap, the calculation gives 0.3652 Eh. The HOMO energy comes out at -9.2 eV.

XYZ file:
```
14
Properties=species:S:1:pos:R:3:forces:R:3:lowdin_charge:R:1
C -1.642 -0.996 -0.223 0.7 -0.2 0.7 -0.11
C -1.636 0.508 -0.305 0.1 -0.3 -0.1 -0.23
C -0.646 1.248 0.180 -0.6 1.3 0.2 -0.03
H -0.694 -1.287 0.280 -0.7 0.0 -0.3 0.05
H -2.456 -1.394 0.377 -0.2 0.0 0.0 0.06
H -1.667 -1.509 -1.194 0.0 0.4 0.1 0.08
H -2.474 1.011 -0.796 0.4 -0.3 -0.3 0.09
H 0.113 0.952 0.894 -0.4 -0.2 -0.7 0.04
H -0.625 2.307 -0.076 -0.3 0.0 0.3 0.05
H 3.437 0.763 0.276 0.2 0.1 -0.2 0.10
H 1.355 -1.283 0.815 0.4 0.2 -0.4 0.11
O 3.424 0.076 -0.409 -0.5 -0.2 0.2 -0.01
O 2.018 -0.078 -0.574 -0.1 -0.2 1.1 -0.13
O 1.492 -0.317 0.755 1.1 -0.7 -0.6 -0.08
```
Forces are in eV/Å.

Record 2
Entry from OMol25: C8H13BrP as an isolated structure at a distorted geometry (ωB97M-V/def2-TZVPD).

As for the LUMO energy: 3.426 eV. For the HOMO-LUMO gap, the calculation gives 0.2452 Eh. As for the net charge: -1. The HOMO energy comes out at -3.2 eV.

XYZ file:
```
23
Properties=species:S:1:pos:R:3:forces:R:3:lowdin_charge:R:1
C 0.639 2.267 0.636 0.0 -0.5 -0.1 -0.07
C -0.329 1.106 0.690 0.0 -0.1 0.5 -0.25
C -1.172 0.981 1.783 0.0 -0.2 -0.2 -0.09
C -2.045 -0.099 1.855 -0.4 0.0 0.6 -0.12
C -2.097 -1.064 0.880 0.0 0.0 -0.9 -0.18
C -1.273 -0.957 -0.245 -0.3 2.0 0.2 -0.29
C -0.406 0.138 -0.321 0.2 0.3 -0.8 -0.30
C 0.483 0.232 -1.534 0.0 0.1 0.3 -0.36
P 1.977 -1.007 -1.361 -0.1 -0.2 -0.2 0.64
H 1.606 1.931 0.264 0.0 0.1 -0.1 0.06
H 0.811 2.659 1.637 -0.1 0.2 0.0 0.07
H 0.259 3.050 -0.024 0.1 0.1 0.0 0.08
H -1.156 1.710 2.585 0.1 0.0 0.0 0.09
H -2.685 -0.203 2.724 0.0 0.0 0.0 0.09
H -2.752 -1.920 0.941 -0.1 0.0 0.2 0.07
H -1.286 -1.654 -1.070 -0.4 0.5 0.1 -0.03
H -0.085 0.038 -2.448 0.0 -0.3 0.0 0.06
H 0.921 1.227 -1.645 0.0 0.0 -0.1 0.04
H 2.861 0.086 -1.121 0.0 0.0 0.0 -0.05
H 1.723 -1.500 -2.683 0.1 0.0 0.1 -0.04
H 1.426 -1.614 -0.214 -0.1 0.1 0.0 -0.08
H 3.129 -1.924 -1.292 0.1 0.1 0.0 -0.12
Br -0.549 -3.485 -0.037 0.9 -2.5 0.2 -0.22
```
Forces are in eV/Å.

Record 3
Entry from OMol25: C32H84As4F24N5O5 as an isolated structure at a distorted geometry (ωB97M-V/def2-TZVPD).

As for the LUMO energy (spin up / spin down): -5.501 / -10.777 eV. The spin multiplicity is 2. For the HOMO-LUMO gap (spin up / spin down), the calculation gives 0.3129 / 0.1190 Eh. As for the net charge: +2. The HOMO energy (spin up / spin down) comes out at -14.0 / -14.0 eV.

XYZ file:
```
154
Properties=species:S:1:pos:R:3:forces:R:3:lowdin_charge:R:1
C 5.141 4.468 -4.591 -0.7 -0.7 -0.4 -0.06
C 4.581 5.135 -3.352 1.1 -0.1 0.4 -0.16
N 3.674 4.248 -2.504 -0.9 0.0 1.1 -0.22
C 3.419 4.921 -1.151 0.4 1.1 0.1 0.02
C 2.283 4.185 -3.222 0.2 -0.7 -0.7 -0.11
C 1.132 3.313 -2.580 2.1 1.2 0.8 -0.03
C 4.247 2.850 -2.240 0.4 0.5 0.0 -0.06
C 5.671 2.815 -1.580 -0.3 1.7 0.6 -0.14
O 5.637 3.461 -0.282 -1.7 -1.4 -1.6 -0.23
C 6.872 3.435 0.349 0.1 1.1 0.6 -0.10
H 5.772 5.125 -5.189 -0.1 0.2 0.3 0.10
H 4.358 4.077 -5.240 0.0 0.1 -0.2 0.07
H 5.742 3.605 -4.303 0.2 0.1 0.0 0.07
H 4.103 6.104 -3.495 -0.4 -0.3 -0.2 0.14
H 5.481 5.364 -2.781 -0.3 0.0 0.7 0.13
H 3.115 4.223 -0.370 -0.5 -0.1 -0.5 0.11
H 2.745 5.763 -1.311 -0.5 -0.4 0.1 0.11
H 4.312 5.387 -0.736 0.3 -0.4 -0.5 0.11
H 2.458 3.804 -4.228 0.4 -0.3 0.0 0.11
H 2.079 5.235 -3.433 -0.6 -0.1 0.7 0.13
H 1.498 2.292 -2.476 -0.2 -0.2 -0.4 0.03
H 0.195 3.425 -3.126 0.2 0.1 0.0 0.09
H 1.042 3.650 -1.547 -0.6 0.2 0.1 0.06
H 4.139 2.381 -3.219 0.8 -0.3 0.1 0.10
H 3.564 2.312 -1.582 -0.1 0.3 0.2 0.10
H 6.434 3.420 -2.071 -0.1 -0.2 -1.0 0.11
H 6.066 1.800 -1.540 -0.4 -0.3 0.2 0.13
H 7.546 4.094 -0.197 0.6 -0.4 -0.2 0.09
H 7.243 2.423 0.515 0.2 0.1 0.0 0.10
H 6.681 3.976 1.276 0.3 -0.5 0.3 0.11
C -7.260 -4.246 -0.472 1.4 1.1 -0.3 -0.02
C -5.824 -4.023 0.186 -1.2 -0.5 0.8 -0.13
N -5.279 -2.578 0.423 -0.3 -0.1 1.2 -0.21
C -6.119 -1.944 1.565 -0.3 0.5 -0.4 0.05
C -3.816 -2.634 0.924 0.2 -1.9 0.5 -0.10
C -3.488 -3.641 2.115 -0.8 0.2 0.1 -0.04
C -5.390 -1.742 -0.818 -1.1 0.3 -1.7 -0.08
C -4.636 -2.196 -2.066 2.1 -1.5 0.5 -0.18
O -4.804 -3.574 -2.406 -0.5 -0.1 1.5 -0.20
C -3.908 -4.023 -3.388 -0.5 0.4 -1.2 -0.09
H -7.433 -5.320 -0.528 0.1 0.1 0.2 0.09
H -7.279 -3.877 -1.497 0.2 -0.1 -0.1 0.07
H -8.105 -3.752 0.008 0.3 -0.1 0.5 0.08
H -5.063 -4.639 -0.293 -0.1 0.6 -0.4 0.12
H -5.885 -4.433 1.194 -0.1 0.2 0.0 0.10
H -5.869 -0.913 1.813 0.9 0.0 -0.5 0.08
H -6.003 -2.497 2.497 -0.1 -0.4 -0.4 0.11
H -7.160 -1.833 1.261 0.0 -0.7 -0.1 0.11
H -3.467 -1.636 1.189 -0.5 0.1 -0.1 0.10
H -3.269 -3.039 0.073 0.1 0.3 -0.1 0.11
H -4.046 -4.577 2.098 -0.1 0.0 -0.5 0.07
H -3.677 -3.297 3.131 -0.2 0.7 -0.2 0.08
H -2.446 -3.957 2.152 0.1 0.4 -0.6 0.05
H -5.087 -0.706 -0.663 0.1 0.0 0.5 0.15
H -6.436 -1.694 -1.121 -0.2 -0.1 0.6 0.14
H -3.589 -2.087 -1.782 0.7 0.0 0.0 0.08
H -4.655 -1.579 -2.965 -1.1 0.5 0.2 0.14
H -4.287 -3.507 -4.271 1.0 0.0 -0.7 0.10
H -3.949 -5.084 -3.633 -0.7 -0.1 0.7 0.10
H -2.852 -3.863 -3.174 0.1 0.6 0.2 0.08
C -1.188 -1.529 4.598 0.6 -0.2 0.2 -0.05
C -0.546 -2.505 5.656 -0.3 0.2 -0.9 -0.12
N 0.996 -2.784 5.501 0.4 1.6 0.8 -0.21
C 1.771 -1.431 5.837 -1.3 -1.5 -0.5 0.05
C 1.395 -3.824 6.635 1.8 0.5 -2.2 -0.09
C 2.985 -4.005 6.705 -2.3 -0.6 0.6 -0.04
C 1.459 -3.141 4.062 -0.9 -0.5 1.0 -0.08
C 0.957 -4.498 3.594 -0.3 0.6 0.7 -0.18
O -0.478 -4.599 3.633 0.6 -0.7 -0.2 -0.19
C -0.816 -5.843 3.034 0.1 -1.1 -0.8 -0.12
H -0.830 -0.506 4.703 0.3 -0.1 0.1 0.07
H -2.266 -1.386 4.670 -0.1 -0.5 0.7 0.08
H -1.066 -1.836 3.559 0.4 -0.2 0.1 0.05
H -1.028 -3.482 5.677 0.2 0.0 -0.5 0.11
H -0.756 -2.122 6.654 0.7 0.3 0.0 0.12
H 2.849 -1.582 5.793 -0.3 -0.2 0.1 0.09
H 1.392 -1.188 6.830 0.3 0.5 -0.2 0.11
H 1.510 -0.731 5.043 -0.1 0.1 0.4 0.09
H 0.965 -4.767 6.297 -0.3 0.1 0.4 0.11
H 0.966 -3.457 7.567 0.0 -0.1 -0.2 0.13
H 3.464 -3.093 7.061 0.3 -0.4 -0.3 0.08
H 3.380 -4.493 5.814 0.1 0.7 -0.3 0.08
H 3.111 -4.808 7.431 0.1 0.3 0.4 0.08
H 2.545 -3.200 4.130 -0.1 0.2 -0.2 0.13
H 1.148 -2.346 3.383 0.2 0.1 0.3 0.10
H 1.408 -5.226 4.268 -0.1 -0.5 -0.2 0.12
H 1.340 -4.659 2.586 0.0 -0.1 -0.1 0.14
H -0.254 -6.708 3.387 0.4 0.2 0.7 0.09
H -0.582 -5.850 1.969 0.0 0.4 -0.3 0.09
H -1.842 -6.205 3.103 -0.3 1.0 0.5 0.09
C -0.872 1.772 2.085 0.2 -0.3 2.1 -0.02
C -1.024 1.782 0.620 -0.8 3.1 -0.6 -0.27
C -1.424 0.443 0.091 -0.7 -3.6 -0.1 -0.08
O -2.051 0.366 -1.199 0.8 0.9 0.2 0.09
C -1.147 0.308 -2.239 -0.1 -0.3 -1.8 0.01
N -2.133 2.761 0.322 -0.3 -1.2 0.0 0.27
H -2.219 3.512 0.992 0.7 1.3 0.7 0.11
H -2.076 3.144 -0.611 -0.4 0.5 -0.6 0.13
H -3.009 2.284 0.478 -1.1 -0.1 -0.4 0.13
H -1.759 1.945 2.695 -1.1 -0.5 -0.6 0.09
H -0.369 2.660 2.466 1.0 0.0 -0.6 0.11
H -0.439 0.851 2.475 0.4 0.2 -0.1 0.08
H -0.199 2.185 0.033 0.6 -0.3 0.3 0.14
H -2.151 -0.044 0.740 -0.5 0.6 0.2 0.13
H -0.608 -0.279 0.049 0.7 0.5 0.2 0.13
H -0.294 -0.362 -2.133 0.0 0.1 0.8 0.12
H -0.789 1.316 -2.449 0.4 0.9 0.5 0.13
H -1.615 0.151 -3.211 -0.8 -0.4 0.3 0.14
C 5.910 -1.814 -6.876 0.6 -0.3 -0.8 -0.02
C 5.116 -2.157 -5.641 -0.9 1.2 -0.3 -0.28
C 4.347 -0.959 -5.159 -1.2 1.9 2.1 -0.17
O 3.606 -1.204 -3.930 -0.1 -1.3 -0.2 -0.17
C 2.498 -0.372 -3.656 -1.0 0.5 -0.4 -0.11
N 4.057 -3.203 -6.010 1.1 -1.0 1.4 0.25
H 3.326 -2.957 -6.662 -0.1 0.6 -0.3 0.18
H 4.488 -4.063 -6.320 0.5 -0.3 -0.7 0.17
H 3.644 -3.523 -5.146 -0.8 0.3 0.6 0.16
H 6.052 -2.701 -7.493 0.0 -0.1 0.0 0.09
H 6.929 -1.475 -6.690 -0.2 0.1 0.4 0.11
H 5.430 -1.079 -7.522 -0.2 0.1 0.2 0.10
H 5.726 -2.476 -4.796 -0.2 -0.8 -0.2 0.17
H 3.662 -0.509 -5.878 0.0 -0.3 -0.5 0.14
H 4.996 -0.147 -4.832 0.7 -0.1 -0.7 0.15
H 1.661 -0.483 -4.345 0.2 -0.1 -1.0 0.09
H 2.713 0.695 -3.616 0.5 0.0 -0.1 0.07
H 1.947 -0.587 -2.740 1.1 -0.6 0.6 0.07
As 2.746 0.200 1.167 3.3 -0.3 2.2 0.96
F 4.294 1.203 1.094 -2.6 -1.5 -0.3 -0.28
F 3.571 -1.095 0.164 -1.3 1.8 0.8 -0.31
F 1.380 -0.886 1.401 -0.3 0.5 -0.7 -0.29
F 1.954 1.456 2.140 0.8 -1.3 -0.8 -0.25
F 2.008 0.976 -0.255 0.4 -0.8 0.3 -0.28
F 3.395 -0.667 2.675 -0.7 1.3 -1.7 -0.32
As -4.661 3.607 -2.797 -2.1 2.9 -0.8 0.94
F -6.422 3.999 -2.700 2.3 -0.7 -0.1 -0.28
F -4.817 2.704 -1.240 0.7 0.4 -1.2 -0.31
F -2.910 3.201 -2.869 -0.4 -0.5 0.5 -0.33
F -4.458 4.606 -4.268 -0.2 -1.7 1.0 -0.28
F -4.230 5.179 -1.958 -0.4 -2.6 -0.3 -0.30
F -5.060 2.121 -3.775 0.8 1.4 1.3 -0.32
As -0.232 5.931 1.176 0.6 2.6 -0.6 0.86
F 0.714 4.352 1.176 -1.2 1.0 0.0 -0.31
F 1.271 6.730 0.711 -0.6 -0.8 -0.3 -0.27
F -1.070 7.494 1.067 0.6 -1.6 -0.2 -0.25
F -1.700 5.139 1.648 0.0 -0.7 0.2 -0.25
F 0.131 6.317 2.838 0.0 -1.0 -0.7 -0.24
F -0.716 5.573 -0.533 0.8 -0.2 1.2 -0.30
As -5.081 1.944 3.484 -0.3 1.5 3.1 0.92
F -4.295 0.926 2.200 -0.5 0.4 0.1 -0.33
F -4.190 3.373 2.892 -0.8 -1.4 -0.1 -0.27
F -5.738 2.842 4.896 0.7 -0.6 -2.0 -0.27
F -5.808 0.511 4.248 0.4 0.4 -1.4 -0.29
F -3.601 1.598 4.512 -1.0 0.0 -1.3 -0.33
F -6.542 2.295 2.492 2.2 -0.8 1.0 -0.27
```
Forces are in eV/Å.

Record 4
Entry from OMol25: C14H26ClNO3P2V as an isolated structure at a distorted geometry (ωB97M-V/def2-TZVPD).

As for the LUMO energy (spin up / spin down): -10.876 / -10.937 eV. The spin multiplicity is 3. For the HOMO-LUMO gap (spin up / spin down), the calculation gives 0.2736 / 0.3063 Eh. As for the net charge: +3. The HOMO energy (spin up / spin down) comes out at -18.3 / -19.3 eV.

XYZ file:
```
48
Properties=species:S:1:pos:R:3:forces:R:3:lowdin_charge:R:1
C 1.938 -1.667 -4.299 0.9 0.7 -0.6 0.08
C 1.020 -1.922 -3.269 -4.1 -2.4 3.0 -0.01
H 2.022 -2.538 -4.988 -0.2 0.2 0.4 0.18
H 2.922 -1.448 -3.829 -0.3 -0.1 -0.2 0.15
H 1.605 -0.764 -4.859 0.1 -0.4 0.3 0.16
O 0.212 -2.274 -2.508 4.0 1.7 -3.7 0.28
Cl 1.869 1.128 -2.005 -0.1 -0.4 -0.3 0.12
V 0.354 0.286 -0.581 0.7 1.3 1.3 0.21
P 2.015 -1.232 0.624 0.7 -0.6 0.4 0.81
C 1.453 -2.481 1.827 -0.5 0.0 -0.1 -0.22
C 3.231 -2.091 -0.419 -0.1 0.2 -0.2 -0.23
H 3.914 -2.666 0.217 -0.1 0.1 -0.2 0.08
H 3.935 -0.595 2.015 -0.3 0.0 -0.1 0.09
H 3.795 -1.337 -0.978 0.0 -0.1 0.1 0.05
H 3.292 0.746 1.011 0.2 -0.1 0.3 0.06
H 0.837 -3.240 1.323 0.2 0.1 0.2 0.06
H 2.740 -2.764 -1.129 0.1 -0.1 0.2 0.04
C 3.023 -0.107 1.645 -0.2 0.5 -0.3 -0.21
H 2.304 -2.970 2.329 -0.2 0.3 -0.3 0.09
H 2.421 0.253 2.489 0.3 -0.2 -0.2 0.03
H 0.832 -1.988 2.590 0.2 -0.2 -0.2 0.06
P -1.707 0.863 -1.764 -0.6 0.4 -1.0 0.78
C -3.339 0.216 -1.326 0.0 -0.3 0.2 -0.21
C -1.826 2.646 -1.464 0.3 0.0 0.2 -0.20
H -0.687 1.098 -3.909 -0.2 0.0 -0.1 0.04
H -2.479 1.228 -4.027 0.3 -0.2 0.1 0.08
H -1.701 -0.377 -3.836 -0.1 0.2 0.0 0.05
C -1.642 0.685 -3.566 0.3 -0.1 0.0 -0.22
H -0.848 3.101 -1.674 -0.3 0.1 0.0 0.06
H -2.595 3.058 -2.133 0.2 0.0 0.2 0.08
H -4.089 0.735 -1.945 0.2 -0.2 0.3 0.09
H -3.549 0.395 -0.261 -0.1 -0.1 -0.4 0.05
H -2.095 2.825 -0.414 0.1 0.1 -0.3 0.06
H -3.371 -0.866 -1.524 -0.2 0.3 0.1 0.07
C -0.690 -1.288 -0.293 -3.9 -5.0 2.4 -0.27
O -1.355 -2.193 0.049 2.8 3.7 -1.6 0.17
O -0.125 1.139 0.971 0.4 0.4 -0.1 -0.28
N -0.639 1.277 2.205 -0.3 -0.2 0.6 -0.12
C 0.185 1.739 3.184 -0.7 0.2 0.3 0.04
C -0.346 1.919 4.457 -0.1 -0.3 -0.3 0.03
C -1.695 1.636 4.713 0.4 0.0 -0.1 0.03
C -2.503 1.192 3.666 0.0 0.0 -0.1 0.02
C -1.954 0.986 2.411 0.2 0.4 0.4 0.04
H 1.218 1.997 2.932 -0.6 -0.2 -0.1 0.15
H 0.321 2.258 5.238 -0.1 0.1 0.0 0.14
H -2.101 1.747 5.721 0.1 0.1 -0.3 0.15
H -3.573 1.030 3.810 0.4 -0.1 0.0 0.14
H -2.547 0.626 1.570 0.5 0.2 0.2 0.12
```
Forces are in eV/Å.